The following is a DFT calculation (ωB97M-V/def2-TZVPD) of 14 unconnected molecules or ions with the total composition C49H122N18O17.

Element x y z (Å)
C -0.9214 3.6885 -6.5883
C -1.7553 2.4605 -6.9664
C -0.8290 1.2101 -6.6703
C -0.7161 0.8922 -5.2237
C -2.1967 0.7113 -4.7693
C -3.0917 1.9874 -4.8425
N -3.0367 2.4744 -6.2643
O -3.6820 3.6519 -6.4632
C -4.5579 1.6482 -4.3449
C -2.5941 3.1281 -3.8724
C -2.0190 2.4329 -8.4866
H 0.0067 3.7678 -7.1543
H -0.5673 3.6686 -5.5576
H -1.4336 4.6358 -6.7565
H -1.0091 0.2389 -7.1311
H 0.1811 1.4391 -7.0101
H -0.2710 1.7235 -4.6770
H -0.1836 -0.0434 -5.0532
H -2.1727 0.2527 -3.7808
H -2.5930 -0.0244 -5.4691
H -5.2014 2.5279 -4.3629
H -5.0653 0.9619 -5.0228
H -4.7226 1.4113 -3.2938
H -2.6583 4.1568 -4.2268
H -3.1512 3.2311 -2.9412
H -1.5768 2.8413 -3.6061
H -1.0818 2.1572 -8.9701
H -2.3696 3.3869 -8.8805
H -2.6807 1.6320 -8.8164
H -4.3587 3.3604 -7.0786
C -0.2093 -0.7448 -1.3712
C -0.3897 -0.5799 0.1625
C -0.3169 0.9418 0.4984
C -0.8451 1.1756 1.9376
C -2.2835 0.5460 2.0566
C -2.4486 -0.9825 1.7462
N -1.6680 -1.2359 0.5090
O -1.7839 -2.5465 0.0383
C -1.9001 -1.8591 2.8831
C -3.9976 -1.2360 1.4837
C 0.7709 -1.3328 0.9109
H 0.6891 -0.2853 -1.7832
H -0.9172 -0.2947 -2.0672
H -0.1435 -1.7912 -1.6690
H 0.7321 1.2138 0.3817
H -0.8711 1.5323 -0.2312
H -0.9353 2.2372 2.1680
H -0.1662 0.6806 2.6319
H -2.8276 1.2537 1.4311
H -2.7217 0.7346 3.0366
H -0.9888 -1.5129 3.3708
H -2.6482 -1.9778 3.6669
H -1.6422 -2.8476 2.5030
H -4.0985 -2.1411 0.8848
H -4.6792 -1.3102 2.3311
H -4.4462 -0.4553 0.8693
H 0.5737 -1.1400 1.9654
H 1.7365 -0.8953 0.6574
H 0.7507 -2.4181 0.8121
H -2.3153 -2.4855 -0.7589
C 4.4474 -1.4428 8.8230
C 3.7431 -1.1063 7.4418
C 4.6242 -0.0401 6.7571
C 4.4677 0.1019 5.1927
C 4.7872 -1.3152 4.6054
C 3.9688 -2.4560 5.1679
N 3.8891 -2.3806 6.6291
O 3.2484 -3.4081 7.1292
C 2.5680 -2.1605 4.5579
C 4.5806 -3.7829 4.6657
C 2.2354 -0.5784 7.6182
H 5.4204 -1.9318 8.7777
H 3.8072 -2.1793 9.3086
H 4.7198 -0.6788 9.5512
H 4.2780 0.8851 7.2178
H 5.7035 -0.0942 6.8991
H 5.1818 0.7548 4.6908
H 3.5396 0.5351 4.8197
H 5.8500 -1.5516 4.5536
H 4.5879 -1.1998 3.5401
H 1.7920 -2.8724 4.8394
H 2.1963 -1.1473 4.7109
H 2.6074 -2.2733 3.4744
H 3.8308 -4.5736 4.6933
H 4.8269 -3.6570 3.6114
H 5.4788 -4.0427 5.2258
H 1.9853 0.2124 8.3254
H 1.6324 -1.4312 7.9303
H 1.7959 -0.3525 6.6467
H 3.9691 -3.6161 7.7284
C 6.1803 4.6918 -2.5505
C 4.6803 4.7435 -2.2952
C 3.9241 4.8111 -3.5996
C 3.8977 3.6175 -4.5450
C 3.3722 2.4115 -3.7622
C 3.9755 2.1926 -2.3298
N 4.1698 3.4953 -1.6288
O 4.5018 3.3878 -0.2671
C 2.9490 1.3707 -1.6409
C 5.3186 1.3886 -2.4983
C 4.3029 5.9192 -1.4737
H 6.6674 4.3374 -1.6421
H 6.7228 5.5563 -2.9332
H 6.4895 3.9834 -3.3191
H 2.8742 4.9522 -3.3429
H 4.2732 5.6878 -4.1451
H 4.8559 3.4000 -5.0170
H 3.2592 3.8619 -5.3939
H 3.5207 1.5456 -4.4073
H 2.2838 2.4701 -3.7624
H 3.1707 1.2261 -0.5835
H 1.9718 1.8510 -1.5909
H 2.8236 0.4701 -2.2419
H 5.8037 1.2040 -1.5398
H 5.2214 0.4052 -2.9583
H 6.0095 1.9731 -3.1058
H 4.7681 6.8514 -1.7940
H 4.5990 5.9114 -0.4247
H 3.2362 6.1426 -1.4521
H 5.3823 3.0070 -0.3027
C -0.6614 4.7727 -0.3993
C 0.7263 4.4878 -1.0432
O 1.6697 4.2009 -0.0539
O -0.4971 5.7944 0.5853
H -1.0582 3.8883 0.0991
H -1.4013 5.1035 -1.1282
H 0.9511 5.3366 -1.6891
H 0.8040 3.6909 -1.7829
H 2.4778 3.7724 -0.3452
H 0.3943 5.8324 0.9397
C 4.2163 -3.2728 0.4402
C 5.1636 -3.2116 -0.8038
O 4.5571 -2.3918 -1.8011
O 3.0934 -4.1485 0.3216
H 3.8871 -2.2951 0.7921
H 4.8784 -3.4357 1.2906
H 5.2303 -4.1469 -1.3595
H 6.1726 -2.8826 -0.5550
H 3.9734 -2.9134 -2.3567
H 2.5434 -3.8442 -0.4040
C -3.4952 -4.2545 -3.9245
C -4.2037 -3.7778 -5.1562
O -3.2050 -3.2406 -5.9420
O -2.9715 -3.0343 -3.3492
H -2.6959 -4.9555 -4.1651
H -4.1592 -4.7536 -3.2186
H -4.9409 -3.0266 -4.8730
H -4.7699 -4.5536 -5.6717
H -2.9295 -3.9234 -6.5579
H -2.6382 -2.5722 -4.1219
C -2.3359 -0.9779 6.5046
O -1.1740 -0.8257 6.7830
N -2.9860 -0.1913 5.6886
N -3.1550 -1.8238 7.0932
H -2.4189 0.5926 5.3988
H -3.9578 -0.0921 5.4319
H -4.0785 -1.9726 6.7124
H -2.8916 -2.3488 7.9149
C -3.9479 -5.4650 1.8101
O -4.3529 -6.6456 1.6783
N -4.5844 -4.5519 2.4398
N -2.8034 -5.0635 1.2073
H -4.1538 -3.6389 2.4053
H -5.3295 -4.7727 3.0849
H -2.4030 -4.1533 1.0305
H -2.3182 -5.9161 0.9668
C 1.5763 -3.6254 -3.3833
O 1.9570 -4.1574 -2.3383
N 0.7799 -4.1852 -4.2701
N 1.7736 -2.3919 -3.7173
H 0.3654 -5.0505 -3.9546
H 0.3740 -3.6441 -5.0202
H 1.5142 -1.9385 -4.5817
H 2.3295 -1.9506 -2.9987
C 0.8018 -6.3707 2.5761
O 0.0949 -6.6829 3.5534
N 1.3225 -7.1718 1.7040
N 1.1092 -5.1963 2.2698
H 1.4375 -8.1116 2.0555
H 1.7507 -6.9915 0.8072
H 1.9870 -5.0945 1.7807
H 0.8465 -4.3756 2.7966
C -3.2099 3.6027 5.5516
O -2.9234 2.5070 5.9707
N -3.4487 4.6351 6.3607
N -3.2819 3.9159 4.3169
H -3.3838 4.2607 7.2965
H -3.6491 5.6057 6.1664
H -3.7760 4.7486 4.0294
H -3.1715 3.0773 3.7650
C -5.8746 -1.0115 -2.5147
O -6.2492 -1.4724 -3.5747
N -6.4782 -0.1069 -1.7637
N -4.7494 -1.3416 -1.9635
H -6.4265 -0.1691 -0.7569
H -6.9618 0.6751 -2.1816
H -4.2799 -2.1210 -2.4020
H -4.3235 -0.9015 -1.1604
C -5.7413 2.6144 1.7820
O -5.5501 2.5478 2.9561
N -6.3695 1.7859 1.0625
N -5.2815 3.5889 1.0683
H -6.9213 1.2352 1.7047
H -6.5051 1.9566 0.0763
H -5.4046 3.5818 0.0659
H -4.9485 4.3882 1.5882

Atoms 1-3, force components in eV/Å:
C 0.7068 0.5623 -0.0930
C 0.9696 -0.5971 -0.5762
C 0.6732 0.3304 -0.1569

Spin multiplicity: 1
Kohn-Sham gap, eV: 7.00
Energy, eV: -114414.9922

These are the Löwdin partial charges, in e, on atoms 1 to 2: atom 1 (C): -0.036, atom 2 (C): -0.471